(1)
Here is a cluster of 2 separate species, CH4O3S in total in a non-equilibrium geometry from the OMol25 dataset. Energies are from wB97M-V/def2-TZVPD.

```
9
CH4O3S wB97M-V/def2-TZVPD
S -0.81 0.62 -0.70
O 1.53 1.36 -0.14
O -0.87 -0.59 -1.74
O -0.53 -1.74 -1.23
C -0.48 -0.10 0.95
H -1.29 0.10 1.62
H 2.16 1.08 -0.81
H -0.16 -1.17 0.67
H 0.45 0.44 1.39
```

The gap between HOMO and LUMO (alpha / beta) comes out at 7.93 / 8.18 eV. Its energy above the lowest of the compared OMol25 structures with the same formula, charge and spin is 181.13 kcal/mol. The highest occupied orbital energy (alpha / beta) comes out at -9.5 / -9.6 eV.

These are the Mulliken partial charges, in e, on atoms 1 to 2: S 0.237; O -0.516

***

(2)
Here is a structure of composition C28H40N5OSV in a non-equilibrium geometry from the OMol25 dataset. Energies are from wB97M-V/def2-TZVPD.

```
76
C28H40N5OSV wB97M-V/def2-TZVPD
V 0.31 0.03 -0.27
S -1.63 -1.53 1.92
O -0.36 -1.46 1.06
N 2.00 0.40 1.20
N -1.38 3.07 -2.83
N -0.69 -0.99 -1.62
N -0.16 1.65 -1.23
N 1.64 0.10 -1.78
C 3.55 -0.55 -3.68
C -0.74 2.30 -2.00
C 0.18 -1.65 -2.41
C -0.24 -2.72 -3.20
C -0.45 2.22 3.30
C -3.84 -3.19 1.92
C -0.87 3.34 -4.17
C 2.97 1.50 1.03
C -4.72 -2.19 1.18
C 1.32 0.61 2.50
C -2.62 3.73 -2.42
C -1.06 -1.94 3.60
C -2.47 -2.34 -2.43
C 2.47 -1.39 -3.45
C -1.98 -1.31 -1.66
C -2.45 2.57 2.02
C -2.38 -3.14 1.48
C -1.92 1.78 1.00
C -1.57 -3.08 -3.20
C 0.03 -3.00 3.69
C -1.69 2.82 3.15
C -0.65 1.21 1.11
C 0.05 1.39 2.30
C 0.54 -3.12 5.12
C 2.73 -0.88 1.19
C 3.60 0.67 -3.03
C 2.63 0.96 -2.09
C 1.51 -1.02 -2.52
H -3.44 3.00 1.92
H -2.64 -0.71 -1.03
H -1.57 2.98 -4.92
H -3.91 -3.01 3.00
H 2.03 -1.71 1.25
H 2.36 -2.30 -4.02
H -2.52 1.61 0.11
H 1.26 -3.93 5.20
H -4.38 -1.17 1.37
H -2.07 3.49 3.92
H -3.53 -2.57 -2.44
H 1.98 1.08 3.23
H -0.74 4.42 -4.30
H 1.02 -2.19 5.45
H 2.43 2.45 0.95
H -1.78 -3.94 1.90
H 0.13 2.40 4.20
H 4.31 -0.82 -4.40
H -4.69 -2.38 0.10
H -2.30 -3.19 0.39
H -0.71 -0.99 4.01
H 0.46 -3.26 -3.82
H -0.36 -3.97 3.37
H 0.86 -2.74 3.02
H -2.54 4.80 -2.57
H 3.58 1.34 0.15
H 4.38 1.39 -3.23
H -2.82 3.53 -1.37
H 3.31 -0.97 0.27
H -1.92 -3.91 -3.79
H 3.42 -0.96 2.04
H -0.29 -3.33 5.81
H 0.09 2.86 -4.31
H -4.20 -4.21 1.75
H -3.46 3.35 -3.02
H 3.65 1.55 1.89
H -5.75 -2.27 1.50
H 2.60 1.91 -1.58
H -1.96 -2.23 4.14
H 1.06 -0.38 2.90
```

The gap between HOMO and LUMO (alpha / beta) comes out at 7.31 / 7.29 eV. As for the charge: +2. The spin multiplicity is 3. Its energy above the lowest of the compared OMol25 structures with the same formula, charge and spin is 26.64 kcal/mol. The highest occupied orbital energy (alpha / beta) comes out at -13.4 / -13.7 eV.

These are the Mulliken partial charges, in e, on atoms 1 to 2: V -0.511; S 0.619

***

(3)
Here is a structure of composition C3H5BeO3 in a non-equilibrium geometry from the OMol25 dataset. Energies are from wB97M-V/def2-TZVPD.

```
12
C3H5BeO3 wB97M-V/def2-TZVPD
O 0.07 -2.01 -2.07
O 0.99 -0.76 -0.55
O -1.50 0.16 1.25
C 1.04 0.52 -0.03
C 0.30 1.10 1.01
C -0.16 -0.98 -1.23
Be -1.24 0.17 -0.28
H -1.19 -0.40 1.96
H -0.77 -2.41 -2.32
H 2.04 0.92 -0.21
H -0.54 1.81 1.02
H 0.94 1.88 1.44
```

The gap between HOMO and LUMO (alpha / beta) comes out at 5.92 / 7.64 eV. The spin multiplicity is 2. Its energy above the lowest of the compared OMol25 structures with the same formula, charge and spin is 108.79 kcal/mol. The highest occupied orbital energy (alpha / beta) comes out at -6.1 / -8.0 eV.

These are the Mulliken partial charges, in e, on atoms 1 to 2: O -0.497; O -0.327

***

(4)
Here is a structure of composition C35H41BrN4O3OsS in a non-equilibrium geometry from the OMol25 dataset. Energies are from wB97M-V/def2-TZVPD.

```
86
C35H41BrN4O3OsS wB97M-V/def2-TZVPD
Os 0.79 0.84 0.87
Br -0.61 -1.13 2.49
S 3.36 1.05 0.15
O 2.21 0.30 2.73
O -0.33 1.80 -0.52
O 0.51 -0.86 -0.28
N -0.35 3.23 1.98
N 0.56 2.34 2.11
N 2.79 1.45 -2.46
N 4.92 1.37 -1.97
C -4.15 -5.19 -0.66
C -2.81 -5.41 0.06
C -2.74 4.34 -1.20
C 0.26 -3.23 -3.62
C -2.97 4.91 0.08
C 1.26 2.38 3.32
C -4.30 6.28 1.57
C -2.49 4.96 2.46
C 6.16 1.21 -1.26
C -0.78 -2.53 -1.45
C 3.13 -0.75 2.97
C -0.48 -2.10 -2.88
C -1.74 -3.34 1.09
C -1.09 2.81 -0.31
C 2.59 2.36 5.77
C -3.10 -5.82 1.51
C 1.79 3.44 5.43
C -2.19 4.47 1.18
C 1.13 3.45 4.22
C -1.86 3.33 -1.39
C -1.17 3.48 0.97
C -1.56 -3.66 -1.26
C -4.00 5.84 0.29
C -2.03 -6.55 -0.62
C 0.37 -0.83 -2.97
C 3.43 1.74 -3.74
C 2.76 1.30 4.88
C -3.54 5.83 2.65
C -2.02 -4.13 -0.03
C 4.92 1.51 -3.42
C -0.36 -1.80 -0.28
C -0.96 -2.22 0.95
C 3.69 1.30 -1.49
C 2.11 1.30 3.66
C -1.83 -1.80 -3.57
H 0.47 -0.56 -4.02
H -3.68 -6.74 1.51
H -1.92 4.61 3.30
H 0.52 4.29 3.93
H 6.58 0.22 -1.44
H 6.87 1.96 -1.61
H 1.36 -1.00 -2.56
H -1.73 2.87 -2.36
H 5.30 0.59 -3.87
H 5.55 2.35 -3.72
H 5.99 1.34 -0.19
H -0.11 -0.01 -2.45
H 3.06 1.08 -4.53
H 2.80 -1.36 3.81
H -4.74 -6.11 -0.63
H -3.67 -5.07 2.04
H -1.65 -1.45 -4.58
H 3.15 -1.36 2.06
H -2.38 -1.04 -3.02
H -2.45 -2.69 -3.64
H -4.58 6.17 -0.56
H 3.09 2.34 6.72
H -4.01 -4.91 -1.70
H 4.13 -0.35 3.15
H -2.17 -6.01 2.04
H -4.72 -4.41 -0.17
H -3.33 4.71 -2.03
H -0.34 -4.14 -3.66
H -1.84 -4.22 -2.14
H 3.38 0.47 5.17
H 1.67 4.26 6.11
H 0.47 -2.92 -4.64
H -2.59 -7.47 -0.53
H -1.85 -6.36 -1.67
H -3.80 6.17 3.65
H 1.79 1.45 -2.32
H 1.20 -3.46 -3.12
H 3.23 2.78 -4.04
H -2.12 -3.59 2.06
H -5.12 6.96 1.73
H -1.07 -6.69 -0.12
```

The gap between HOMO and LUMO (alpha / beta) comes out at 6.57 / 5.13 eV. As for the charge: +2. The spin multiplicity is 5. Its energy above the lowest of the compared OMol25 structures with the same formula, charge and spin is 11.71 kcal/mol. The highest occupied orbital energy (alpha / beta) comes out at -12.7 / -13.0 eV.

These are the Mulliken partial charges, in e, on atoms 1 to 2: Os 2.487; Br -0.195

***

(5)
Here is the molecule C21H25FN4O3 from the OMol25 dataset. Energies are from wB97M-V/def2-TZVPD.

```
54
C21H25FN4O3 wB97M-V/def2-TZVPD
F -4.57 2.20 2.00
O 3.80 -2.50 1.00
O -1.07 -3.93 -0.02
O -0.13 0.06 0.19
N 3.29 1.54 -0.08
N -1.38 -2.06 -1.23
N -1.06 1.50 -1.26
N 2.69 -0.57 0.53
C -0.96 -0.85 -1.88
C -0.81 2.69 -0.46
C -3.33 0.20 1.85
C 1.40 -2.55 0.84
C -3.34 -1.03 -0.23
C -4.19 -0.08 -0.78
C -2.92 -0.88 1.09
C 4.19 2.48 -0.30
C -0.67 0.28 -0.87
C -4.62 1.01 -0.03
C -0.58 -2.97 -0.59
C 0.92 -2.76 -0.61
C 5.99 1.04 0.28
C -1.97 3.66 -0.64
C 2.77 -1.90 0.82
C 5.06 0.04 0.52
C 0.52 3.32 -0.85
C 5.55 2.29 -0.14
C -2.82 -2.18 -1.05
C 3.71 0.34 0.33
C -4.17 1.13 1.27
H 1.38 -3.66 -1.02
H 1.75 -0.17 0.43
H 3.79 3.44 -0.62
H 6.25 3.09 -0.33
H 0.70 -1.90 1.36
H -1.75 -0.54 -2.57
H 0.52 3.61 -1.90
H 5.35 -0.94 0.84
H -2.03 4.00 -1.68
H -1.45 1.64 -2.18
H 1.45 -3.51 1.35
H 1.22 -1.91 -1.22
H -3.31 -2.21 -2.03
H -0.76 2.35 0.58
H -1.84 4.53 0.00
H -4.53 -0.18 -1.80
H -3.00 0.32 2.87
H -0.05 -1.02 -2.47
H 1.33 2.62 -0.68
H -2.99 -3.13 -0.53
H -5.29 1.75 -0.44
H 7.04 0.84 0.42
H -2.92 3.18 -0.38
H -2.27 -1.63 1.52
H 0.70 4.21 -0.25
```

The gap between HOMO and LUMO comes out at 9.08 eV. As for the SMILES: CC(C)NC(=O)CN(Cc1ccc(F)cc1)C(=O)CCC(=O)Nc1ccccn1. Its energy above the lowest of the compared OMol25 structures with the same formula, charge and spin is 0.19 kcal/mol. The highest occupied orbital energy comes out at -8.7 eV.

These are the Mulliken partial charges, in e, on atoms 1 to 2: F -0.392; O -0.665

***

(6)
Here is a cluster of 2 separate species, C2HCl2OP in total in a non-equilibrium geometry from the OMol25 dataset. Energies are from wB97M-V/def2-TZVPD.

```
7
C2HCl2OP wB97M-V/def2-TZVPD
Cl 0.53 -1.98 -0.64
Cl 2.14 0.07 1.01
P 1.90 -0.51 -0.93
O -0.09 1.19 -1.15
C -1.62 0.30 0.54
C -0.93 0.79 -0.36
H -1.93 0.14 1.53
```

The gap between HOMO and LUMO comes out at 5.93 eV. Its energy above the lowest of the compared OMol25 structures with the same formula, charge and spin is 49.23 kcal/mol. The highest occupied orbital energy comes out at -8.5 eV.

These are the Mulliken partial charges, in e, on atoms 1 to 2: Cl -0.081; Cl -0.090

***

(7)
Here is the molecule C2H5N3S in a non-equilibrium geometry from the OMol25 dataset. Energies are from wB97M-V/def2-TZVPD.

```
11
C2H5N3S wB97M-V/def2-TZVPD
S -2.73 -0.87 -0.03
N -1.37 1.43 0.08
N -0.09 -0.51 0.78
N 1.02 0.00 0.27
C 2.16 -0.64 -0.30
C -1.38 0.10 0.17
H -0.41 1.94 0.00
H -0.16 -1.61 0.37
H 2.21 -1.73 -0.50
H 3.04 0.11 -0.30
H -2.28 1.80 -0.53
```

The gap between HOMO and LUMO comes out at 8.92 eV. As for the SMILES: C=NNC(N)=S. Its energy above the lowest of the compared OMol25 structures with the same formula, charge and spin is 88.83 kcal/mol. The highest occupied orbital energy comes out at -8.6 eV.

These are the Mulliken partial charges, in e, on atoms 1 to 2: S -0.325; N -0.426

***

(8)
Here is a structure of composition C37H29F6N2O6PtS2Te from the OMol25 dataset. Energies are from wB97M-V/def2-TZVPD.

```
84
C37H29F6N2O6PtS2Te wB97M-V/def2-TZVPD
Pt -0.43 1.05 0.72
Te 0.08 2.77 -1.40
S -0.18 4.74 1.91
S -2.68 3.68 1.19
F 1.49 5.37 3.80
F -0.51 4.91 4.52
F -5.12 4.31 1.90
F -3.80 3.90 3.57
F 0.82 3.31 3.90
F -3.63 5.76 2.48
O 0.93 4.28 1.10
O -3.34 -3.31 -1.84
O -0.58 6.11 1.80
O -3.13 2.32 1.09
O -2.68 4.51 0.02
O -1.09 -0.71 -0.30
N -1.32 3.66 1.98
N 1.61 0.35 0.08
C -5.22 -2.22 1.73
C -1.62 0.44 3.44
C 5.58 -0.77 -2.86
C -0.65 -0.41 -4.31
C 4.41 -0.86 -0.76
C 2.17 2.47 -1.05
C 0.70 -0.06 3.27
C 4.38 -0.60 -3.52
C 0.75 -0.34 4.63
C -0.39 -0.23 5.40
C 3.20 -0.68 -1.43
C 5.59 -0.91 -1.48
C -0.42 -1.73 -0.70
C 1.90 -0.64 -0.69
C -4.61 -2.39 0.50
C 0.84 1.15 -5.37
C 1.00 -1.78 -0.91
C 1.56 -2.94 -1.48
C -1.58 0.17 4.80
C -3.25 -2.66 0.43
C 2.44 1.56 0.14
C -3.87 4.46 2.36
C -0.55 -3.98 -1.67
C -2.50 -2.78 1.59
C -0.70 0.40 -3.18
C 0.43 4.55 3.64
C 1.49 -5.24 -2.49
C -2.64 -2.94 -0.91
C 3.19 -0.57 -2.81
C -4.47 -2.36 2.90
C -1.16 -2.89 -1.07
C 0.04 1.57 -3.14
C 0.80 1.96 -4.24
C -0.48 0.35 2.64
C 0.83 -4.04 -1.86
C -3.12 -2.65 2.83
C 0.12 -0.04 -5.40
H 1.61 -0.16 2.68
H -2.56 0.75 2.99
H 0.17 -0.68 -6.28
H 2.16 2.08 1.06
H 2.24 -0.47 -3.33
H 1.69 -0.65 5.08
H -4.94 -2.23 3.86
H 2.30 -5.63 -1.87
H 6.53 -1.05 -0.95
H -0.36 -0.43 6.47
H -1.18 -4.80 -1.97
H 1.92 -5.00 -3.46
H 2.55 2.02 -1.98
H -1.21 -1.34 -4.32
H 6.51 -0.80 -3.41
H -1.44 -2.98 1.54
H 2.63 3.44 -0.91
H -5.17 -2.30 -0.42
H 4.41 -0.97 0.32
H -2.48 0.27 5.39
H 0.77 -6.05 -2.64
H 1.42 1.46 -6.23
H 4.36 -0.51 -4.60
H -1.29 0.10 -2.33
H 2.63 -2.96 -1.63
H 3.51 1.34 0.19
H -6.27 -1.99 1.79
H -2.53 -2.74 3.73
H 1.35 2.89 -4.23
```

The gap between HOMO and LUMO (alpha / beta) comes out at 6.65 / 7.22 eV. As for the charge: -1. The spin multiplicity is 3. Its energy above the lowest of the compared OMol25 structures with the same formula, charge and spin is 0.00 kcal/mol. The highest occupied orbital energy (alpha / beta) comes out at -4.6 / -5.2 eV.

These are the Mulliken partial charges, in e, on atoms 1 to 2: Pt 1.753; Te 0.114

***

Copy entry 3 word for word.
Here is a structure of composition C3H5BeO3 in a non-equilibrium geometry from the OMol25 dataset. Energies are from wB97M-V/def2-TZVPD.

```
12
C3H5BeO3 wB97M-V/def2-TZVPD
O 0.07 -2.01 -2.07
O 0.99 -0.76 -0.55
O -1.50 0.16 1.25
C 1.04 0.52 -0.03
C 0.30 1.10 1.01
C -0.16 -0.98 -1.23
Be -1.24 0.17 -0.28
H -1.19 -0.40 1.96
H -0.77 -2.41 -2.32
H 2.04 0.92 -0.21
H -0.54 1.81 1.02
H 0.94 1.88 1.44
```

The gap between HOMO and LUMO (alpha / beta) comes out at 5.92 / 7.64 eV. The spin multiplicity is 2. Its energy above the lowest of the compared OMol25 structures with the same formula, charge and spin is 108.79 kcal/mol. The highest occupied orbital energy (alpha / beta) comes out at -6.1 / -8.0 eV.

These are the Mulliken partial charges, in e, on atoms 1 to 2: O -0.497; O -0.327